Computed, not measured: a 2-piece molecular cluster, C5H15NO overall in a non-equilibrium geometry, with the ωB97M-V functional and the def2-TZVPD basis.

Properties
- M (g/mol) = 105.18
- calculated total energy (eV) = -8957.737
- <S²> = 0.754
- HOMO level (alpha / beta) (eV) = -14.23 / -14.23
- total charge = +1
- lowest unoccupied orbital energy (alpha / beta) (eV) = -2.71 / -7.08
- 2S+1 = 2

Each line ends with the Löwdin charge.
Positions of all 22 atoms, in Å:
C -0.674 1.484 -0.654  -0.223
C -0.156 2.743 0.056  -0.077
C -0.454 0.214 0.136  -0.149
N 0.940 -0.026 0.490  -0.073
C 1.977 0.226 -0.472  0.005
C 1.179 -1.187 1.336  0.014
H -1.739 1.558 -0.879  0.123
H -0.241 1.372 -1.656  0.115
H 0.828 3.018 -0.326  0.070
H -0.085 2.606 1.134  0.082
H -0.794 3.603 -0.105  0.082
H -1.016 0.227 1.076  0.149
H -0.759 -0.698 -0.389  0.162
H 2.939 0.023 -0.014  0.115
H 1.875 -0.440 -1.337  0.142
H 1.976 1.255 -0.825  0.099
H 1.923 -0.907 2.097  0.130
H 1.584 -2.001 0.739  0.124
H 0.271 -1.492 1.842  0.108
H -3.669 -4.004 -0.140  0.035
H -3.070 -3.660 -1.503  0.032
O -2.834 -3.914 -0.606  -0.066